Computed, not measured: C6H6N2O in the gas phase in a non-equilibrium geometry, with wB97M-V/def2-TZVPD.

Each line ends with the natural charge from an NBO analysis.
Cartesian coordinates (Å):
C1 -0.045696 1.081062 -0.036668  0.402
C2 -1.422369 0.693702 -0.009993  -0.285
C3 -1.819565 -0.610694 0.022632  -0.139
C4 -0.886526 -1.635395 -0.032766  -0.314
C5 0.437045 -1.341837 -0.018236  0.067
C6 2.249042 0.177784 -0.036421  0.554
H1 -0.283120 2.968160 0.125383  0.349
H2 -2.164243 1.478545 -0.035281  0.223
H3 -2.886151 -0.868472 0.027809  0.223
H4 -1.217336 -2.663267 -0.094884  0.228
H5 1.174515 -2.091879 0.244906  0.245
H6 2.462852 1.231921 -0.161001  0.166
N1 0.429017 2.277480 0.012347  -0.721
N2 0.867366 -0.020189 -0.028298  -0.452
O1 3.105166 -0.676920 0.020468  -0.547

Cartesian forces (eV/Å) of the 6 atoms listed first:
C 1.00 0.91 0.38
C -1.19 -0.99 0.01
C -1.18 1.95 -0.59
C 1.57 -1.37 -0.10
C -1.01 0.01 0.84
C 1.02 0.43 -0.33

Output
Structure (SMILES) = [H]/N=c1\ccccn1C=O
Multiplicity = 1
Charge = 0
LUMO energy = -0.327 eV

=====

Computed, not measured: 2 unconnected molecules or ions with the total composition C6H6N2O2 in a non-equilibrium geometry, with wB97M-V/def2-TZVPD.

Each line ends with the natural charge from an NBO analysis.
Cartesian coordinates (Å):
C1 2.013833 0.322179 0.041568  0.665
C2 1.851389 -0.689747 1.157306  -0.425
C3 0.586252 -1.404223 0.949892  0.099
C4 0.181331 -0.693691 -1.388879  0.789
C5 -2.844133 1.773596 -0.216644  -0.247
C6 -2.595443 2.386094 0.814834  -0.224
H1 1.449960 0.704290 -1.974786  0.442
H2 1.871383 -0.762084 2.347406  0.265
H3 0.219545 -1.933461 1.744606  0.191
H4 -0.595533 -2.450586 -0.373976  0.426
H5 -3.452681 1.153992 -0.948717  0.259
H6 -2.206915 2.677224 1.687850  0.213
N1 1.102358 0.206699 -1.111724  -0.657
N2 -0.052424 -1.608600 -0.287548  -0.630
O1 2.762186 1.218335 0.084298  -0.542
O2 -0.291110 -0.900017 -2.525484  -0.623

Cartesian forces (eV/Å) of the 6 atoms listed first:
C -1.61 -2.14 1.40
C -6.70 -2.08 0.37
C 4.33 1.86 -3.12
C -1.54 -4.36 -1.75
C -1.53 -0.04 1.01
C -1.11 -2.69 -4.78

Output
Structure (SMILES) = O=c1cc[nH]c(=O)[nH]1.C#C
Multiplicity = 1
Charge = 0
LUMO energy = 0.245 eV

=====

Computed, not measured: C6H6N2O2S in the gas phase in a non-equilibrium geometry, with wB97M-V/def2-TZVPD.

Each line ends with the natural charge from an NBO analysis.
Cartesian coordinates (Å):
C1 -0.317988 2.790674 0.147206  -0.007
C2 -1.534495 2.165886 0.055335  -0.066
C3 0.750692 0.774576 0.037938  0.061
C4 -0.476144 0.089210 0.063811  -0.020
C5 -0.673481 -1.388970 0.084029  0.533
C6 0.559199 -2.198105 -0.012840  -0.726
N1 0.878734 2.112422 0.095250  -0.415
N2 -1.661099 0.773203 0.152093  -0.481
O1 -1.854848 -1.745076 0.079543  -0.560
O2 -4.199214 1.535622 0.084198  -0.890
S1 -3.377856 0.340061 0.031105  1.155
H1 -0.110060 3.788466 0.128658  0.212
H2 -2.469530 2.818138 -0.071850  0.267
H3 1.591360 0.133413 -0.055714  0.198
H4 1.472975 -1.766975 -0.242772  0.231
H5 0.288185 -3.124507 -0.650658  0.253
H6 0.889587 -2.567257 0.941590  0.253

Cartesian forces (eV/Å) of the 6 atoms listed first:
C 0.80 -3.72 -0.68
C -0.72 1.70 0.48
C -1.54 1.30 0.12
C -0.32 -1.17 0.56
C -0.50 2.50 -0.57
C -1.84 -3.75 -0.20

Output
Multiplicity = 1
Charge = 0
LUMO energy (alpha / beta) = -0.934 / -0.932 eV

=====

Computed, not measured: C6H6N2OS in the gas phase in a non-equilibrium geometry, with wB97M-V/def2-TZVPD.

Each line ends with the natural charge from an NBO analysis.
Cartesian coordinates (Å):
C1 0.662668 -2.626950 0.393888  -0.134
C2 -0.444787 -1.776214 0.237803  0.031
C3 1.755560 -0.745442 -0.356567  0.117
C4 0.586091 1.678870 -0.143579  -0.482
C5 -0.467888 0.787100 -0.157858  0.216
C6 -1.931823 1.264296 -0.122822  -0.659
N1 1.839758 -1.950067 0.018448  -0.371
N2 -0.217255 -0.536820 -0.189241  -0.458
O1 3.190301 1.553732 -0.546117  -0.931
S1 2.186448 0.872844 0.273943  1.307
H1 0.645222 -3.644464 0.363844  0.213
H2 -1.422153 -1.966896 0.605306  0.212
H3 0.473908 2.742654 -0.175878  0.246
H4 -1.996160 2.344958 -0.500176  0.230
H5 -2.195521 1.327512 0.978752  0.232
H6 -2.664372 0.674886 -0.679743  0.231

Cartesian forces (eV/Å) of the 6 atoms listed first:
C 0.52 4.29 -2.10
C 0.21 1.16 0.44
C -3.56 -2.11 0.67
C -0.76 -3.28 0.66
C -0.99 1.81 -0.15
C 0.52 1.91 0.79

Output
Structure (SMILES) = C/C1=N\C=C/N=C=S(=O)=C1
Multiplicity = 1
Charge = 0
LUMO energy = -0.464 eV

=====

Computed, not measured: a molecular structure, C6H6N2S2 in a non-equilibrium geometry, with wB97M-V/def2-TZVPD.

Each line ends with the natural charge from an NBO analysis.
Cartesian coordinates (Å):
C1 -2.572739 -0.778590 0.032302  -0.230
C2 -3.325135 0.347737 0.184798  -0.411
C3 -1.175158 -0.553323 -0.077546  -0.291
C4 -0.827021 0.753306 -0.028317  -0.343
C5 -0.166383 -1.544297 -0.349179  -0.117
C6 1.119571 -1.235878 -0.460952  -0.396
N1 2.650373 0.652053 0.457204  -0.446
N2 3.377422 1.709750 0.456521  -0.596
S1 -2.210820 1.723136 0.126240  0.401
S2 1.495116 0.495272 -0.710426  0.777
H1 -3.102840 -1.792796 -0.028674  0.221
H2 -4.336570 0.612097 0.149478  0.230
H3 -0.293356 -2.669388 -0.322317  0.227
H4 1.953369 -1.800392 -0.496600  0.223
H5 3.648861 1.877898 1.385894  0.381
H6 3.765314 2.203417 -0.318420  0.368

Cartesian forces (eV/Å) of the 6 atoms listed first:
C -2.46 -1.84 0.11
C 2.86 0.85 -0.57
C -0.54 -0.81 -0.48
C 0.70 0.86 -0.33
C 0.76 -2.42 0.70
C -1.95 3.47 -0.45

Output
Multiplicity = 1
Charge = 0
LUMO energy (alpha / beta) = 0.131 / -0.268 eV

=====

Computed, not measured: a molecular structure, C6H6N3OS2 in a non-equilibrium geometry, with wB97M-V/def2-TZVPD.

Each line ends with the Mulliken spin population.
Cartesian coordinates (Å):
C1 -1.013700 -1.376523 -1.821317  0.000
C2 -0.618887 -0.492423 -2.810874  -0.005
C3 -0.872347 -0.972354 -0.549301  -0.005
C4 -0.053205 0.741853 -2.443791  -0.005
C5 -0.304668 0.215938 -0.217623  -0.017
C6 0.215549 0.432898 1.131430  -0.019
N1 0.288263 1.027268 -1.142324  -0.001
N2 -0.489881 -0.017861 2.080526  0.409
N3 1.388900 1.094641 1.148599  0.405
O1 1.678514 0.015809 3.554610  0.027
S1 2.236666 1.222981 2.508161  0.502
S2 0.116337 0.423564 3.871927  0.684
H1 -1.520379 -2.321822 -2.057660  0.000
H2 -0.824739 -0.843932 -3.816492  0.000
H3 -1.184827 -1.715881 0.182674  -0.001
H4 0.206918 1.559129 -3.240590  0.000
H5 0.928419 1.768932 -0.854413  0.004
H6 -0.176933 -0.762218 4.476457  0.022

Cartesian forces (eV/Å) of the 6 atoms listed first:
C -0.53 0.00 -1.71
C -0.05 0.69 0.04
C -1.15 -1.34 1.68
C 1.31 1.32 -1.95
C 2.98 0.81 -0.02
C -0.57 0.19 0.49

Output
Multiplicity = 3
Charge = +1
LUMO energy (alpha / beta) = -4.840 / -5.506 eV

=====

Computed, not measured: C6H6N4 in the gas phase in a non-equilibrium geometry, with wB97M-V/def2-TZVPD.

Each line ends with the natural charge from an NBO analysis.
Cartesian coordinates (Å):
C1 1.306567 -0.103747 -0.060542  0.210
C2 1.265791 -1.462372 -0.470206  -0.308
C3 0.003731 -2.073959 -0.701500  0.046
C4 -1.117653 -0.271951 -0.044493  0.298
C5 -1.656171 1.720350 0.529053  0.220
C6 0.019666 0.491368 0.111247  -0.018
H1 2.156130 1.623430 -0.248917  0.383
H2 2.442769 0.786435 1.167478  0.379
H3 2.262967 -1.968017 -0.576085  0.237
H4 0.024524 -3.102976 -1.080241  0.196
H5 -3.109630 0.328100 0.054613  0.422
H6 -2.292907 2.507289 0.909954  0.196
N1 2.432655 0.709074 0.130493  -0.826
N2 -1.213376 -1.548690 -0.414135  -0.439
N3 -2.162629 0.554470 0.116984  -0.532
N4 -0.362434 1.811197 0.576299  -0.462

Cartesian forces (eV/Å) of the 6 atoms listed first:
C -2.81 -0.80 -0.74
C 0.62 1.31 0.30
C 0.05 -0.37 0.85
C 0.48 -1.68 -1.28
C 0.05 2.03 0.96
C 1.10 0.80 0.96

Output
Structure (SMILES) = Nc1ccnc2[nH]cnc12
Multiplicity = 1
Charge = 0
LUMO energy = 0.796 eV

=====

Computed, not measured: C6H6N4 in the gas phase in a non-equilibrium geometry, with wB97M-V/def2-TZVPD.

Each line ends with the natural charge from an NBO analysis.
Cartesian coordinates (Å):
C1 1.802292 -1.389757 0.051389  -0.680
C2 1.100195 -0.021162 -0.164208  0.229
C3 0.800894 2.277606 -0.100814  0.231
C4 -1.097086 1.188588 0.149912  0.318
C5 -2.499067 -0.519271 -0.144688  0.213
C6 -0.324681 -0.031828 -0.032935  0.019
H1 2.140734 -2.023327 -0.839710  0.253
H2 2.906026 -1.305456 0.644802  0.247
H3 1.145011 -1.887655 0.859362  0.221
H4 1.169195 3.394282 -0.094828  0.193
H5 -3.360360 -1.051454 0.044192  0.207
H6 -0.935751 -2.011245 0.067038  0.418
N1 1.533033 1.217630 -0.247040  -0.458
N2 -0.549763 2.332266 0.070523  -0.428
N3 -2.577189 0.830184 -0.069114  -0.440
N4 -1.253490 -0.999407 -0.193880  -0.543

Cartesian forces (eV/Å) of the 6 atoms listed first:
C 3.04 0.27 1.84
C -3.36 -0.71 0.71
C -1.76 3.48 0.27
C -2.67 -4.19 -2.91
C 0.57 5.08 0.70
C 0.13 1.77 0.08

Output
Structure (SMILES) = Cc1ncnc2nc[nH]c12
Multiplicity = 1
Charge = 0
LUMO energy = 0.239 eV

=====

Computed, not measured: C6H6N4O in the gas phase in a non-equilibrium geometry, with wB97M-V/def2-TZVPD.

Each line ends with the natural charge from an NBO analysis.
Cartesian coordinates (Å):
C1 -1.196211 -1.357060 -0.729699  0.268
C2 -0.242473 0.313068 -1.974515  0.265
C3 -2.001792 1.149974 -0.392168  -0.309
C4 0.604658 0.517996 0.716794  0.383
C5 -1.128859 0.036765 -0.936142  -0.451
C6 2.106489 -1.228122 1.171311  -0.246
N1 -1.273435 -2.486311 -0.490314  -0.354
N2 0.551938 0.692603 -2.719589  -0.378
N3 -1.294881 1.892109 0.669236  0.017
N4 -0.277314 1.450642 1.137478  -0.119
O1 0.950145 -0.481587 1.559262  -0.452
H1 -2.243095 1.943591 -1.233901  0.266
H2 -2.920218 0.752575 0.066757  0.256
H3 1.293279 0.915165 -0.104820  0.243
H4 2.769262 -0.513204 0.745933  0.181
H5 1.783489 -1.886250 0.408426  0.211
H6 2.519018 -1.711956 2.105950  0.219

Cartesian forces (eV/Å) of the 6 atoms listed first:
C -1.12 -0.55 0.99
C 0.58 1.24 -0.57
C 0.31 -0.96 -2.51
C -0.23 -1.36 -0.91
C 0.34 0.25 0.62
C 0.16 0.07 1.33

Output
Multiplicity = 1
Charge = 0
LUMO energy (alpha / beta) = -1.168 / -1.168 eV

=====

Computed, not measured: C6H6O in the gas phase in a non-equilibrium geometry, with wB97M-V/def2-TZVPD.

Each line ends with the natural charge from an NBO analysis.
Cartesian coordinates (Å):
C1 -2.689571 0.924005 1.994002  0.321
C2 -1.117967 0.246875 -0.001459  -0.095
C3 -0.279370 -0.038503 1.347559  -0.019
C4 -1.822436 0.246691 1.223161  -0.232
C5 0.074885 -0.599922 0.033644  -0.026
C6 1.274143 -0.948550 -0.850952  -0.657
O1 -2.625900 1.203382 3.153967  -0.576
H1 -3.518928 1.133205 1.353572  0.097
H2 -1.500177 1.017075 -0.623639  0.239
H3 0.402259 0.562121 1.890043  0.222
H4 1.879778 -0.026127 -1.272433  0.237
H5 0.707448 -1.621418 -1.569100  0.250
H6 2.034444 -1.495883 -0.365632  0.238

Cartesian forces (eV/Å) of the 6 atoms listed first:
C -1.21 0.83 -0.89
C -1.37 -0.90 -1.21
C -0.47 -0.94 -1.49
C 6.77 -4.08 -0.94
C -2.03 2.05 2.75
C -1.70 1.79 -1.02

Output
Multiplicity = 1
Charge = 0
LUMO energy (alpha / beta) = 0.028 / 0.029 eV

=====

Computed, not measured: C6H6O in the gas phase in a non-equilibrium geometry, with wB97M-V/def2-TZVPD.

Each line ends with the natural charge from an NBO analysis.
Cartesian coordinates (Å):
C1 2.339435 -0.913562 0.576349  -0.191
C2 1.942472 0.160134 0.145832  -0.046
C3 0.581820 0.456296 -0.200826  -0.101
C4 -0.339797 1.368535 0.087527  -0.186
C5 -1.699869 0.732942 -0.065587  -0.089
O1 -1.461310 -0.587222 -0.552933  -0.515
C6 -0.085764 -0.868096 -0.493458  -0.061
H1 2.831478 -1.762476 0.979450  0.235
H2 -0.184101 2.371661 0.468426  0.226
H3 -2.233977 0.681382 0.896370  0.181
H4 -2.347231 1.258635 -0.779958  0.192
H5 0.192671 -1.409710 -1.404437  0.191
H6 0.464167 -1.488523 0.343243  0.164

Cartesian forces (eV/Å) of the 6 atoms listed first:
C 1.64 1.08 0.01
C -0.22 -0.81 0.32
C -0.26 0.14 -0.07
C 0.16 -0.11 -0.15
C -0.06 0.12 0.02
O -0.02 -0.23 0.32

Output
Structure (SMILES) = C#CC1=CCOC1
Multiplicity = 1
Charge = 0
LUMO energy = 0.586 eV

=====

Computed, not measured: C6H6O in the gas phase in a non-equilibrium geometry, with wB97M-V/def2-TZVPD.

Each line ends with the natural charge from an NBO analysis.
Cartesian coordinates (Å):
C1 -1.829866 -1.070656 0.141971  -0.332
C2 -0.081637 0.834374 -0.247606  0.404
C3 0.425339 -1.633693 0.113379  0.216
C4 0.783232 -0.315868 -0.018836  -0.451
C5 -2.428983 0.113960 0.008192  -0.063
C6 2.247338 0.101715 0.052945  -0.620
O1 -1.393547 1.117820 -0.290068  -0.423
H1 -2.459898 -1.991798 0.459394  0.203
H2 0.424111 1.690222 -0.695061  0.178
H3 -3.297849 0.727692 0.225874  0.220
H4 2.455414 0.470098 1.018932  0.219
H5 2.286717 0.814474 -0.706602  0.210
H6 2.869629 -0.858340 -0.062513  0.237

Cartesian forces (eV/Å) of the 6 atoms listed first:
C -0.92 -2.71 0.83
C -1.68 -0.32 -1.20
C -3.35 1.41 -0.14
C -1.47 1.48 0.62
C 3.31 -0.38 0.56
C -0.57 -3.61 0.09

Output
Multiplicity = 1
Charge = 0
LUMO energy (alpha / beta) = -1.002 / -1.002 eV

=====

Calculated calculated total energy (Ha), listed in the same order as above: -416.9662, -492.1035, -890.3164, -814.9957, -1137.9159, -1267.6704, -451.2681, -451.1912, -526.3246, -307.2386, -307.3022, -307.1729
Calculated ΔE to the lowest compared entry with this formula, charge and spin (kcal per mole), listed in the same order as above: 4.7, 87.8, 39.6, 100.2, 105.0, 28.2, 3.0, 51.2, 126.7, 141.1, 101.2, 182.3